Record 1
{"formula": "C21H36N6OPRu", "method": "the ωB97M-V functional and the def2-TZVPD basis", "spin_multiplicity": 2, "s_squared": 0.757, "e_homo_ha": [-0.50385, -0.50265], "de_lowest_kj_mol": 24.5, "charge": 2, "homo_lumo_gap_ev": [7.45, 6.72], "species": ["Ru", "O", "C", "C", "C", "C", "C", "C", "N", "H", "H", "H", "H", "H", "H", "H", "C", "N", "C", "N", "C", "N", "C", "P", "C", "C", "H", "H", "H", "H", "H", "H", "H", "H", "H", "H", "H", "H", "C", "C", "C", "C", "H", "H", "H", "H", "H", "H", "H", "H", "H", "C", "C", "C", "C", "N", "N", "C", "H", "H", "H", "H", "H", "H", "H", "H"], "coordinates": [[0.7415, 0.3754, 0.1589], [3.1210, 0.6687, -0.0023], [3.5497, 1.9605, -0.4211], [2.3645, 2.8874, -0.3768], [2.5777, 4.2543, -0.4543], [1.5058, 5.1234, -0.4250], [0.2232, 4.6016, -0.3161], [0.0768, 3.2375, -0.2517], [1.1224, 2.3768, -0.2827], [3.8240, 0.0132, -0.0817], [3.9460, 1.9226, -1.4395], [4.3328, 2.3458, 0.2342], [3.5911, 4.6267, -0.5292], [1.6649, 6.1921, -0.4815], [-0.6472, 5.2408, -0.2812], [-0.9024, 2.7927, -0.1709], [-4.1118, -1.1180, -0.6524], [-3.1084, -1.9124, -1.3635], [-3.1275, -1.5503, -2.7796], [-2.9206, -0.1171, -3.0076], [-3.9370, 0.6318, -2.2616], [-3.9333, 0.3237, -0.8332], [-2.7224, 0.8066, -0.1923], [-1.2195, -0.0017, -0.9247], [-1.7797, -1.7622, -0.7970], [-1.5679, 0.3164, -2.7243], [-4.0790, -1.3585, 0.4110], [-5.0936, -1.3884, -1.0387], [-4.1024, -1.8156, -3.1861], [-2.3630, -2.1168, -3.3139], [-4.9129, 0.3665, -2.6659], [-3.7798, 1.7013, -2.4084], [-2.7443, 0.5954, 0.8788], [-2.6586, 1.8902, -0.3165], [-1.7750, -2.0511, 0.2577], [-1.0776, -2.4111, -1.3234], [-0.8524, -0.2259, -3.3444], [-1.4528, 1.3822, -2.9330], [1.8539, 1.6524, 3.1935], [1.0452, 0.3697, 3.0000], [0.4499, -0.1013, 4.3320], [-0.0700, 0.5603, 1.9720], [2.7121, 1.4814, 3.8429], [1.2313, 2.4198, 3.6587], [2.2288, 2.0505, 2.2487], [1.7427, -0.4054, 2.6554], [-0.2196, 0.6588, 4.7372], [1.2399, -0.2759, 5.0628], [-0.1235, -1.0239, 4.2186], [-0.4631, 1.5830, 2.0159], [-0.8940, -0.1519, 2.0605], [1.2125, -4.9892, 1.4813], [1.2863, -3.7958, 0.5948], [1.5413, -3.6776, -0.7603], [1.5180, -2.3143, -1.0440], [1.2732, -1.6165, 0.0783], [1.1236, -2.5475, 1.0580], [1.7578, -1.6368, -2.3517], [1.0215, -5.8806, 0.8893], [0.4186, -4.8874, 2.2208], [2.1561, -5.1312, 2.0099], [1.7383, -4.4822, -1.4492], [0.9607, -2.2654, 2.0116], [1.1655, -2.0996, -3.1413], [2.8053, -1.7260, -2.6428], [1.5157, -0.5724, -2.3132]]}

***

Record 2
{"formula": "C15H60BF4O15", "method": "the ωB97M-V functional and the def2-TZVPD basis", "e_homo_ha": -0.23938, "charge": -1, "homo_lumo_gap_ev": 8.89, "species": ["B", "F", "F", "F", "F", "C", "O", "H", "H", "H", "H", "C", "O", "H", "H", "H", "H", "C", "O", "H", "H", "H", "H", "C", "O", "H", "H", "H", "H", "C", "O", "H", "H", "H", "H", "C", "O", "H", "H", "H", "H", "C", "O", "H", "H", "H", "H", "C", "O", "H", "H", "H", "H", "C", "O", "H", "H", "H", "H", "C", "O", "H", "H", "H", "H", "C", "O", "H", "H", "H", "H", "C", "O", "H", "H", "H", "H", "C", "O", "H", "H", "H", "H", "C", "O", "H", "H", "H", "H", "C", "O", "H", "H", "H", "H"], "coordinates": [[23.0150, 0.2450, -8.1200], [23.8170, -0.7360, -8.6370], [22.4150, -0.2280, -7.0060], [23.8880, 1.3220, -7.9370], [22.0550, 0.5130, -9.0980], [25.2930, 0.8250, -11.3570], [26.6900, 1.0060, -11.0250], [24.9730, 1.5070, -12.1170], [24.5590, 0.7180, -10.5470], [25.1440, -0.2060, -11.6990], [26.7910, 1.0480, -10.0510], [24.3210, 1.2670, -4.5860], [25.4990, 0.5370, -4.6060], [23.4520, 0.7880, -4.0250], [23.9500, 1.3020, -5.6040], [24.5210, 2.2480, -4.1610], [26.2550, 1.1130, -4.9140], [23.7540, -2.3210, -5.4910], [24.0900, -2.7100, -6.8040], [22.6780, -2.0550, -5.4510], [24.3420, -1.4200, -5.2500], [24.1140, -3.1180, -4.8420], [23.8750, -1.9370, -7.3410], [19.0880, -1.3070, -10.4910], [18.7700, -0.8450, -11.7210], [18.3550, -0.8900, -9.7920], [20.0200, -0.9870, -10.1530], [19.0630, -2.3540, -10.5560], [19.4490, -1.0940, -12.3930], [21.4290, -3.5360, -8.4600], [20.0830, -3.8330, -8.5270], [21.8100, -2.9920, -9.3860], [22.0870, -4.3710, -8.3260], [21.6760, -2.8310, -7.7160], [19.6920, -3.9700, -7.6470], [26.8730, 2.4280, -6.5830], [27.3960, 2.0720, -5.3770], [27.5520, 2.3820, -7.4930], [26.5300, 3.4290, -6.4840], [26.0510, 1.7360, -6.7350], [27.8730, 2.7960, -4.9890], [25.5310, -3.0200, -10.1630], [25.4000, -3.8200, -11.3040], [26.4260, -3.2120, -9.5250], [24.6250, -2.8710, -9.5920], [25.5690, -1.9770, -10.4790], [24.7880, -3.3200, -11.8740], [21.2810, 3.1720, -8.7250], [20.9290, 2.3710, -7.6850], [20.4420, 3.1720, -9.4690], [22.2640, 2.9250, -9.0720], [21.3820, 4.1540, -8.3920], [21.2560, 1.5090, -8.0040], [19.3840, -1.2320, -6.5190], [19.8720, -0.4900, -7.5750], [19.2500, -0.5960, -5.5560], [20.1630, -1.9690, -6.2870], [18.5390, -1.7940, -6.7220], [20.7120, -0.0830, -7.3660], [22.7380, -1.7110, -11.8120], [23.7130, -2.3630, -12.5830], [22.5750, -0.7010, -12.0890], [23.0650, -1.6750, -10.7930], [21.7950, -2.1840, -11.7600], [23.4820, -2.1660, -13.5090], [22.8370, 4.2960, -5.8160], [23.8280, 3.8100, -6.7000], [23.3480, 5.0610, -5.2360], [22.5540, 3.5570, -5.0850], [21.9410, 4.7720, -6.2950], [23.5780, 2.9120, -6.9930], [26.7630, -0.8550, -7.5450], [26.2970, -0.3480, -8.7810], [26.9510, -1.8860, -7.6230], [26.0350, -0.7630, -6.7190], [27.6510, -0.2870, -7.2820], [25.3360, -0.3510, -8.7020], [24.9120, 3.8160, -9.9450], [25.6260, 3.0060, -9.0700], [25.4500, 4.5780, -10.4420], [24.1080, 4.2580, -9.4270], [24.3830, 3.2340, -10.6580], [24.9580, 2.5270, -8.5590], [21.0270, 1.7830, -12.1150], [22.2120, 1.7560, -11.4010], [21.0870, 2.1580, -13.1710], [20.3640, 2.5390, -11.6020], [20.4670, 0.8700, -12.0200], [22.1120, 1.4030, -10.5010], [20.1680, 2.0990, -5.0020], [20.1080, 3.4770, -4.8010], [19.4770, 1.9230, -5.7900], [19.7780, 1.6540, -4.1600], [21.1870, 1.7060, -5.2180], [20.1910, 3.8670, -5.7040]]}

***

Record 3
{"formula": "C3H9NS2", "method": "the ωB97M-V functional and the def2-TZVPD basis", "e_homo_ha": -0.31824, "smiles": "NCCCSS", "de_lowest_kj_mol": 155.4, "homo_lumo_gap_ev": 7.82, "species": ["N", "C", "C", "C", "S", "S", "H", "H", "H", "H", "H", "H", "H", "H", "H"], "coordinates": [[2.1762, 1.2093, 2.8742], [1.4176, 0.4526, 1.8820], [0.9004, 1.2146, 0.6436], [0.6362, 0.1644, -0.4545], [-0.9339, -0.7562, -0.1456], [-1.6223, -0.7055, -2.3965], [1.6519, 1.9412, 3.3364], [3.0025, 1.6743, 2.5158], [1.8917, -0.5273, 1.8129], [0.4903, 0.2201, 2.4298], [-0.0239, 1.7142, 0.9326], [1.6328, 1.9643, 0.3336], [0.7201, 0.6243, -1.4318], [1.4375, -0.5675, -0.3483], [-2.2336, -1.6554, -1.7038]]}

***

Number 1: molecular weight 520.60 g mol⁻¹, electronic energy -45205.693 eV. Number 2: molecular weight 567.43 g mol⁻¹, electronic energy -58787.441 eV. Number 3: molecular weight 123.25 g mol⁻¹, electronic energy -26416.066 eV.